2 unconnected molecules or ions with the total composition C3H8N2O2, computed with ωB97M-V/def2-TZVPD.

For the HOMO-LUMO gap, the calculation gives 0.3813 Ha. The value obtained for the largest force on an atom is 4.249 eV Å⁻¹. As for the charge: 0. The value obtained for the molecular weight is 104.11 g/mol. The energy above the lowest of the compared OMol25 structures with the same formula, charge and spin is 59.4 kcal/mol. The highest occupied orbital energy is -9.55 eV. The value obtained for the LUMO energy is 0.824 eV.

Geometry (Å):
C (3.619, 0.022, 0.213)
C (2.207, -0.480, -0.239)
N (1.136, 0.229, 0.066)
N (-0.081, -0.193, -0.381)
C (-1.029, 0.728, -0.144)
O (-2.216, 0.751, -0.443)
H (4.346, -0.590, -0.331)
H (3.899, 1.106, -0.005)
H (3.720, -0.125, 1.300)
H (2.138, -1.444, -0.681)
H (-0.402, -1.142, -0.641)
H (-0.619, 1.641, 0.314)
O (-5.543, -0.508, 0.134)
H (-4.841, 0.151, 0.250)
H (-6.333, -0.145, 0.588)

---

2 unconnected molecules or ions with the total composition C3H8N2O2, computed with ωB97M-V/def2-TZVPD.

For the HOMO-LUMO gap, the calculation gives 0.3769 Ha. The value obtained for the largest force on an atom is 2.381 eV Å⁻¹. As for the charge: 0. The value obtained for the molecular weight is 104.11 g/mol. The energy above the lowest of the compared OMol25 structures with the same formula, charge and spin is 117.5 kcal/mol. The highest occupied orbital energy is -9.32 eV. The value obtained for the LUMO energy is 0.937 eV.

Geometry (Å):
H (-4.268, 1.004, 0.119)
N (-3.828, 0.046, -0.055)
N (-2.644, -0.101, -0.086)
O (-1.941, 1.106, 0.118)
H (-0.986, 0.932, 0.198)
C (0.995, -2.174, 0.110)
C (1.535, -0.977, 0.116)
O (0.881, 0.190, 0.341)
C (1.460, 1.377, -0.111)
H (1.612, -3.070, -0.073)
H (0.021, -2.458, 0.411)
H (2.516, -1.003, -0.376)
H (2.335, 1.584, 0.512)
H (0.651, 2.233, -0.026)
H (1.662, 1.311, -1.199)

---

A single C3H8N2O2 molecule, computed with ωB97M-V/def2-TZVPD.

For the HOMO-LUMO gap, the calculation gives 0.3667 Ha. The value obtained for the largest force on an atom is 6.621 eV Å⁻¹. As for the charge: 0. The value obtained for the molecular weight is 104.11 g/mol. The energy above the lowest of the compared OMol25 structures with the same formula, charge and spin is 57.1 kcal/mol. The highest occupied orbital energy is -9.34 eV. The value obtained for the LUMO energy is 0.644 eV.

Geometry (Å):
N (1.023, 0.324, 1.876)
C (-0.169, -0.385, 1.606)
O (-0.817, -0.882, 2.612)
N (-0.347, -0.726, 0.260)
C (-0.281, 0.420, -0.705)
C (0.233, 0.095, -2.049)
O (0.184, 0.967, -3.077)
H (1.115, 1.155, 2.537)
H (1.786, -0.265, 2.093)
H (-1.180, -1.398, 0.097)
H (-1.152, 1.075, -0.713)
H (0.479, 1.155, -0.436)
H (-0.134, -0.931, -2.430)
H (1.357, -0.180, -1.913)
H (-0.635, 0.741, -3.577)

---

3 unconnected molecules or ions with the total composition C3H8N2O2, computed with ωB97M-V/def2-TZVPD.

For the HOMO-LUMO gap, the calculation gives 0.3513 Ha. The value obtained for the largest force on an atom is 4.767 eV Å⁻¹. As for the charge: 0. The value obtained for the molecular weight is 104.11 g/mol. The energy above the lowest of the compared OMol25 structures with the same formula, charge and spin is 58.8 kcal/mol. The highest occupied orbital energy is -8.89 eV. The value obtained for the LUMO energy is 0.667 eV.

Geometry (Å):
C (-0.673, -0.561, -1.061)
C (-1.242, -1.213, 0.091)
N (-2.146, -0.328, 0.672)
C (-1.933, 0.899, 0.021)
N (-1.137, 0.794, -1.032)
H (0.160, -0.961, -1.630)
H (-0.972, -2.302, 0.295)
H (-3.096, -0.647, 1.172)
H (-2.792, 1.590, 0.250)
O (2.451, 1.958, -0.358)
H (1.549, 1.881, -0.552)
H (2.872, 1.516, -1.077)
O (1.969, -0.975, 1.317)
H (2.119, -1.065, 0.353)
H (2.872, -0.587, 1.539)